Record 1
Computed, not measured: C11H18AgN4OS as an isolated structure, with the ωB97M-V functional and the def2-TZVPD basis.

highest occupied orbital energy = -12.08 eV
orbital gap = 8.7 eV
DFT total energy = -1269.19176 Eh
ΔE to the lowest compared entry with this formula, charge and spin = 0.0000 eV

ORCA input file:
```
! wB97M-V def2-TZVPD RIJCOSX def2/J DEFGRID3
* xyz 1 1
Ag -1.66 2.11 -1.12
N 5.34 1.40 0.93
C 4.75 1.22 -0.27
O 5.34 0.85 -1.26
C 3.25 1.48 -0.36
C 2.67 1.33 -1.60
C 1.31 1.56 -1.74
N 0.53 1.91 -0.71
C 1.10 2.06 0.50
C 2.45 1.85 0.71
H 6.34 1.26 0.98
H 4.87 1.77 1.73
H 3.28 1.05 -2.45
H 0.83 1.46 -2.70
H 0.45 2.35 1.31
H 2.83 1.98 1.71
C -1.24 -1.39 -2.17
N -1.53 -1.37 -0.74
C -0.41 -1.85 0.07
C -2.57 -0.68 -0.23
S -3.44 0.47 -1.19
N -2.95 -0.94 1.02
C -3.88 -0.06 1.73
C -2.88 -2.29 1.61
H -0.73 -2.33 -2.39
H -0.58 -0.56 -2.44
H -2.15 -1.32 -2.76
H 0.50 -1.38 -0.31
H -0.30 -2.93 -0.01
H -0.53 -1.57 1.11
H -3.68 0.98 1.51
H -3.75 -0.24 2.80
H -4.92 -0.28 1.46
H -2.44 -2.99 0.92
H -3.90 -2.61 1.84
H -2.30 -2.28 2.54
*
```

Results of the Mulliken charge analysis, in e, for atoms 1 through 6:
1 Ag 0.420
2 N -0.303
3 C 0.228
4 O -0.593
5 C 1.039
6 C -0.435


Record 2
Computed, not measured: an isolated ion of composition C11H18BO4 and charge -1 at a distorted geometry, with the ωB97M-V functional and the def2-TZVPD basis.

highest occupied orbital energy = -4.05 eV
orbital gap = 6.9 eV
DFT total energy = -755.75732 Eh
ΔE to the lowest compared entry with this formula, charge and spin = 0.0000 eV

ORCA input file:
```
! wB97M-V def2-TZVPD RIJCOSX def2/J DEFGRID3
* xyz -1 1
C 5.18 1.67 0.27
C 4.01 2.05 -0.21
B 2.89 0.91 -0.44
O 1.97 1.02 -1.62
C 1.17 -0.14 -1.42
C 1.13 -0.38 0.14
C 1.91 -1.60 0.64
C 2.10 -2.71 -0.01
C -0.24 -0.54 0.82
C -1.43 0.03 0.05
C -2.52 0.36 1.06
O -3.71 0.88 0.45
C -4.60 -0.03 0.09
C -5.84 0.56 -0.54
O -4.47 -1.20 0.20
O 1.91 0.71 0.63
H 5.74 2.24 1.01
H 5.53 0.71 -0.05
H 3.85 3.11 -0.41
H 3.57 -0.09 -0.74
H 0.23 0.05 -1.93
H 1.72 -0.92 -1.96
H 2.35 -1.45 1.62
H 2.33 -3.60 0.56
H 2.09 -2.76 -1.09
H -0.40 -1.60 0.92
H -0.23 -0.16 1.84
H -1.86 -0.71 -0.63
H -1.19 0.90 -0.55
H -2.70 -0.47 1.73
H -2.12 1.17 1.66
H -6.71 0.14 -0.04
H -5.84 1.64 -0.48
H -5.85 0.22 -1.57
*
```

Results of the Mulliken charge analysis, in e, for atoms 1 through 6:
1 C -0.691
2 C -0.392
3 B 1.399
4 O -0.754
5 C -0.682
6 C 1.788


Record 3
Computed, not measured: C11H18Br21O3P as an isolated structure, with the ωB97M-V functional and the def2-TZVPD basis.

highest occupied orbital energy = -9.35 eV
orbital gap = 9.1 eV
DFT total energy = -55051.18672 Eh

ORCA input file:
```
! wB97M-V def2-TZVPD RIJCOSX def2/J DEFGRID3
* xyz 0 1
C 2.48 1.63 -3.61
O 2.22 1.96 -2.26
C 1.39 1.01 -1.61
C 2.18 -0.20 -1.12
O 2.63 -0.02 0.21
C 4.05 0.03 0.34
P 1.28 -1.78 -1.13
O 2.12 -3.00 -1.11
H 1.58 1.76 -4.22
H 2.83 0.60 -3.72
H 3.25 2.30 -3.97
H 0.56 0.73 -2.27
H 0.98 1.51 -0.73
H 3.03 -0.38 -1.80
H 4.48 0.72 -0.39
H 4.27 0.38 1.35
H 4.47 -0.97 0.22
H 0.39 -1.66 -0.05
H 0.46 -1.65 -2.27
C 0.50 4.60 1.25
Br -1.15 3.74 1.74
Br 2.01 3.49 1.68
Br 0.49 5.13 -0.59
H 0.58 5.50 1.85
C -5.42 2.64 1.24
Br -4.93 4.34 0.51
Br -5.83 1.36 -0.13
Br -4.09 1.96 2.46
H -6.32 2.78 1.82
C 7.67 -2.91 0.91
Br 7.87 -3.45 2.74
Br 5.91 -3.27 0.25
Br 8.13 -1.05 0.67
H 8.37 -3.49 0.32
C -4.14 -2.05 0.07
Br -3.68 -3.47 1.27
Br -2.60 -1.02 -0.45
Br -5.05 -2.68 -1.50
H -4.82 -1.39 0.60
C -3.30 -1.01 -5.33
Br -1.88 -1.79 -4.31
Br -4.18 -2.31 -6.43
Br -4.55 -0.09 -4.20
H -2.86 -0.27 -5.99
C 3.31 0.46 4.91
Br 4.71 1.38 3.95
Br 2.22 -0.56 3.71
Br 4.03 -0.61 6.34
H 2.68 1.22 5.36
C -7.69 -1.98 2.85
Br -7.33 -3.48 4.00
Br -6.42 -0.56 3.13
Br -7.68 -2.48 1.00
H -8.67 -1.61 3.09
*
```

Results of the Mulliken charge analysis, in e, for atoms 1 through 6:
1 C -0.737
2 O -0.286
3 C -0.504
4 C 0.144
5 O -0.074
6 C 0.114


Record 4
Computed, not measured: a 3-piece molecular cluster, C11H18Br2F6NO4P overall at a distorted geometry, with the ωB97M-V functional and the def2-TZVPD basis.

highest occupied orbital energy = -8.98 eV
orbital gap = 8.8 eV
DFT total energy = -6874.29545 Eh
structure (SMILES) = CCOC(=O)C(F)(F)F.CCOC(=O)C(F)(F)F.NCCCP(Br)Br

ORCA input file:
```
! wB97M-V def2-TZVPD RIJCOSX def2/J DEFGRID3
* xyz 0 1
N 1.99 -2.22 1.28
C 1.01 -1.13 0.99
C -0.08 -1.64 -0.02
C -1.43 -0.87 0.18
P -2.96 -1.88 0.53
Br -3.58 -1.27 2.61
Br -2.46 -4.07 0.60
H 1.56 -2.74 2.03
H 2.00 -2.81 0.45
H 1.56 -0.27 0.58
H 0.54 -0.85 1.94
H 0.30 -1.35 -1.02
H -0.15 -2.73 -0.01
H -1.31 -0.15 1.01
H -1.65 -0.26 -0.71
C 2.82 0.74 3.86
C 3.95 0.44 2.91
O 4.71 1.63 2.63
C 5.64 1.94 3.54
O 5.87 1.32 4.53
C 6.40 3.19 3.10
F 5.58 4.13 2.64
F 7.26 2.90 2.12
F 7.09 3.71 4.09
H 2.20 1.56 3.47
H 2.19 -0.14 4.00
H 3.19 1.06 4.83
H 3.55 0.10 1.95
H 4.59 -0.35 3.28
C -6.16 1.06 -4.37
C -4.83 1.41 -3.74
O -4.09 0.22 -3.42
C -3.41 -0.33 -4.42
O -3.36 0.09 -5.53
C -2.64 -1.55 -3.92
F -3.39 -2.32 -3.13
F -1.57 -1.19 -3.20
F -2.21 -2.30 -4.91
H -6.73 0.39 -3.72
H -6.75 1.97 -4.54
H -6.03 0.55 -5.32
H -4.98 1.93 -2.80
H -4.23 2.06 -4.39
*
```

Results of the Mulliken charge analysis, in e, for atoms 1 through 6:
1 N -0.582
2 C -0.541
3 C -0.551
4 C -0.684
5 P 0.318
6 Br -0.256


Record 5
Computed, not measured: an isolated ion of composition C11H18BrN2O5 and charge -1 at a distorted geometry, with the ωB97M-V functional and the def2-TZVPD basis.

highest occupied orbital energy = -5.43 eV
orbital gap = 8.7 eV
DFT total energy = -3489.63519 Eh
structure (SMILES) = CCCOC[C@](Br)(C(=O)[O-])N(CCCOC)OC#N

ORCA input file:
```
! wB97M-V def2-TZVPD RIJCOSX def2/J DEFGRID3
* xyz -1 1
C -1.71 -0.71 2.58
C -2.62 0.51 2.60
C -2.43 1.47 1.44
O -1.08 1.88 1.40
C -0.65 2.46 0.19
C 0.16 1.52 -0.72
Br 0.76 2.80 -2.17
C -0.78 0.40 -1.35
O -1.19 -0.38 -0.48
O -1.00 0.44 -2.55
N 1.34 0.99 -0.10
C 1.66 -0.43 -0.20
C 2.12 -0.72 -1.63
C 2.26 -2.23 -1.90
O 1.33 -3.01 -1.17
C 0.08 -3.14 -1.82
O 1.55 1.45 1.26
C 2.43 2.41 1.29
N 3.20 3.27 1.31
H -2.05 -1.46 1.86
H -0.70 -0.43 2.27
H -1.64 -1.16 3.58
H -2.41 1.09 3.51
H -3.67 0.22 2.66
H -2.73 1.02 0.49
H -3.07 2.34 1.63
H -1.50 2.82 -0.40
H -0.04 3.33 0.44
H 0.84 -1.07 0.10
H 2.49 -0.62 0.49
H 1.40 -0.29 -2.33
H 3.08 -0.23 -1.78
H 3.26 -2.59 -1.64
H 2.11 -2.40 -2.97
H -0.63 -3.51 -1.08
H 0.15 -3.86 -2.64
H -0.30 -2.18 -2.17
*
```

Results of the Mulliken charge analysis, in e, for atoms 1 through 6:
1 C -0.698
2 C -0.657
3 C -0.393
4 O -0.189
5 C -1.578
6 C 0.564


Record 6
Computed, not measured: C11H18ClF6NNbOZn as an isolated structure at a distorted geometry, with the ωB97M-V functional and the def2-TZVPD basis.

highest occupied orbital energy = -12.42 eV
orbital gap = 5.4 eV
DFT total energy = -3455.27358 Eh

ORCA input file:
```
! wB97M-V def2-TZVPD RIJCOSX def2/J DEFGRID3
* xyz 1 1
C 1.81 -2.17 2.43
C 1.27 -1.56 1.50
Nb 0.38 -0.32 -0.22
N -0.49 -2.20 -0.67
F -0.32 0.36 -1.75
Cl 2.44 -1.35 -1.34
C 1.64 1.46 0.26
C 1.88 2.38 -0.94
C 2.87 1.91 -2.01
C 4.22 1.44 -1.51
O 5.09 2.56 -1.36
C -1.29 0.27 1.04
C -1.99 -0.81 1.89
C -3.51 -0.82 1.84
C -4.14 -1.22 0.52
F -5.40 -1.62 0.80
F -3.51 -2.27 -0.03
C -4.30 -0.11 -0.56
F -3.27 -0.10 -1.40
F -5.39 -0.32 -1.28
F -4.42 1.09 0.01
H 2.30 -2.71 3.21
H -0.20 -3.02 -0.13
H -0.27 -2.45 -1.64
H 1.03 1.98 1.00
H 2.56 1.17 0.77
H 0.93 2.56 -1.44
H 2.22 3.34 -0.55
H 3.05 2.75 -2.67
H 2.42 1.13 -2.62
H 4.16 0.88 -0.57
H 4.64 0.75 -2.25
H 5.99 2.25 -1.50
H -1.96 0.84 0.39
H -0.84 0.99 1.73
H -1.73 -0.60 2.93
H -1.60 -1.81 1.70
H -3.94 0.10 2.22
H -3.85 -1.60 2.52
Zn 1.87 -3.09 0.33
*
```

Results of the Mulliken charge analysis, in e, for atoms 1 through 6:
1 C -0.872
2 C 0.683
3 Nb 0.525
4 N -0.650
5 F -0.559
6 Cl -0.284


- Which of these has the lowest orbital gap?
  C11H18ClF6NNbOZn


- Which value of DFT total energy does entry 6 give?
  -3455.27358 Eh


- Look up the DFT total energy of the fourth one.
  -6874.29545 Eh


- The lowest highest occupied orbital energy belongs to which entry?
  C11H18ClF6NNbOZn